(P)
The following is a quantum chemistry calculation of an isolated molecule of C22H26N2O5, from OMol25.

## Properties
HOMO energy   -0.290 hartree
Orbital gap   8.56 eV
LUMO   0.66 eV
SMILES   COc1c(C)cccc1C(=O)Nc1ccc(OCC(=O)N2CCOCC2)cc1C

Element x y z (Å)
C  0.690  -3.597  -3.241
H  0.802  -2.855  -4.030
H  -0.281  -3.469  -2.752
H  0.742  -4.600  -3.674
O  1.754  -3.379  -2.334
C  1.753  -4.263  -1.257
C  2.592  -5.377  -1.302
C  2.596  -6.256  -0.226
C  1.771  -6.053  0.865
C  0.940  -4.951  0.900
C  0.931  -4.036  -0.148
C  -0.004  -2.870  -0.012
O  -1.055  -2.977  0.589
N  0.468  -1.727  -0.576
C  -0.123  -0.461  -0.634
C  -1.345  -0.184  -0.035
C  -1.904  1.080  -0.099
C  -1.236  2.091  -0.771
C  -0.010  1.815  -1.375
C  0.559  0.558  -1.319
C  1.886  0.307  -1.978
H  2.230  1.209  -2.477
H  2.638  0.019  -1.242
H  1.814  -0.486  -2.722
H  0.491  2.618  -1.895
O  -1.674  3.386  -0.902
C  -2.885  3.753  -0.286
C  -2.944  3.609  1.240
O  -3.956  3.181  1.767
N  -1.855  3.961  1.951
C  -0.682  4.666  1.484
H  -0.722  4.833  0.411
C  -0.587  6.011  2.220
H  0.341  6.523  1.960
O  -0.565  5.837  3.616
C  -1.726  5.169  4.061
H  -1.623  5.064  5.141
C  -1.861  3.799  3.394
H  -2.798  3.319  3.678
H  -1.014  3.164  3.678
H  -2.617  5.774  3.836
H  -1.444  6.642  1.934
H  0.203  4.063  1.719
H  -3.727  3.175  -0.689
H  -3.035  4.806  -0.550
H  -2.853  1.253  0.383
H  -1.864  -0.969  0.489
H  1.334  -1.815  -1.091
H  0.282  -4.772  1.736
H  1.777  -6.753  1.686
H  3.251  -7.115  -0.257
C  3.471  -5.627  -2.490
H  3.594  -4.718  -3.072
H  3.029  -6.392  -3.130
H  4.448  -5.982  -2.171

(Q)
The following is a quantum chemistry calculation of an isolated molecule of C22H26N2O5, from OMol25.

## Properties
HOMO energy   -0.297 hartree
Orbital gap   8.59 eV
LUMO   0.50 eV
SMILES   COCCn1c(C)cc(C(=O)COC(=O)c2ccc(N3CCCC3=O)cc2)c1C

Element x y z (Å)
C  -5.938  2.785  2.243
H  -6.639  2.449  1.471
O  -4.805  3.412  1.691
C  -3.933  2.553  1.005
C  -4.489  2.079  -0.356
N  -3.462  1.480  -1.162
C  -2.658  2.146  -2.026
C  -1.765  1.229  -2.579
C  -2.073  -0.036  -1.999
C  -3.111  0.146  -1.137
C  -3.825  -0.857  -0.303
H  -3.355  -1.827  -0.440
H  -3.783  -0.602  0.756
H  -4.873  -0.941  -0.594
H  -1.604  -0.974  -2.211
C  -0.751  1.524  -3.562
O  -0.643  2.585  -4.150
C  0.235  0.391  -3.876
H  0.926  0.741  -4.649
O  1.002  0.054  -2.727
C  1.028  -1.227  -2.336
O  0.402  -2.109  -2.879
C  1.915  -1.438  -1.173
C  2.060  -2.729  -0.666
C  2.902  -2.981  0.395
C  3.625  -1.938  0.980
C  3.468  -0.642  0.480
C  2.623  -0.396  -0.582
H  2.509  0.607  -0.961
H  3.999  0.184  0.925
N  4.509  -2.178  2.033
C  4.482  -3.250  2.885
O  3.699  -4.168  2.864
C  5.604  -3.065  3.894
C  6.513  -2.027  3.248
H  7.036  -1.406  3.971
H  7.251  -2.519  2.613
C  5.540  -1.217  2.390
H  6.012  -0.815  1.491
H  5.108  -0.390  2.967
H  6.091  -4.014  4.105
H  5.163  -2.695  4.822
H  3.004  -3.981  0.778
H  1.507  -3.531  -1.130
H  -0.302  -0.497  -4.231
C  -2.785  3.601  -2.289
H  -1.980  3.907  -2.950
H  -2.737  4.180  -1.367
H  -3.733  3.821  -2.782
H  -5.288  1.351  -0.203
H  -4.901  2.946  -0.878
H  -3.024  3.136  0.837
H  -3.677  1.682  1.627
H  -6.426  3.533  2.864
H  -5.653  1.927  2.864

It is (P) that is the least stable of them.

(P)
The following is a quantum chemistry calculation of an isolated molecule of C6H10N2, from OMol25.

## Properties
HOMO energy   -0.322 hartree
Orbital gap   9.81 eV
LUMO   1.04 eV
SMILES   C1N[C@@H]2CN[C@H]3[C@@H]1[C@H]32

Element x y z (Å)
C  -1.114  -1.342  0.720
C  0.582  -0.916  -0.886
C  0.898  0.643  -0.788
C  -0.012  2.000  -0.401
C  -0.668  0.145  0.511
C  0.866  -0.171  0.354
H  -2.169  -1.611  0.779
H  -0.426  -1.874  1.509
H  -0.460  -2.708  -0.652
H  1.364  -1.529  -1.268
H  1.895  0.887  -1.251
H  -0.715  2.501  -1.015
H  0.753  2.715  0.019
H  0.067  1.559  1.569
H  -1.005  0.300  -0.560
H  1.481  -0.348  1.229
N  -0.691  -1.722  -0.759
N  -0.645  1.471  0.891

(Q)
The following is a quantum chemistry calculation of C6H10N2 as an isolated structure, from OMol25.

## Properties
HOMO energy   -0.304 hartree
Orbital gap   9.25 eV
LUMO   0.98 eV

Element x y z (Å)
C  -1.898  -0.821  0.271
C  -0.661  0.751  0.153
C  0.938  0.957  -0.056
C  1.645  -0.266  -0.868
C  1.271  0.045  1.118
C  -0.542  -0.751  -0.346
H  -2.907  -1.438  -0.228
H  -1.602  -0.715  1.453
H  -2.227  0.706  -1.237
H  -0.809  0.811  1.149
H  1.433  1.945  -0.409
H  1.221  -0.012  -2.014
H  2.783  0.128  -0.811
H  0.595  0.144  2.000
H  2.441  -0.435  1.384
H  -0.443  -0.627  -1.471
N  -2.089  0.718  -0.161
N  0.850  -1.139  0.074

(R)
The following is a quantum chemistry calculation of C6H10N2 as an isolated structure, from OMol25.

## Properties
HOMO energy   -0.300 hartree
Orbital gap   8.82 eV
LUMO   0.66 eV

Element x y z (Å)
C  -0.425  -2.157  0.070
C  -0.827  -0.726  -0.094
C  -0.050  1.539  -0.213
C  -1.252  2.147  0.094
C  1.505  -0.417  -0.024
C  2.655  0.255  0.020
H  -0.197  -2.298  1.364
H  -1.248  -3.064  -0.583
H  0.684  -2.160  -0.761
H  -2.683  -1.232  -0.293
H  1.026  1.871  -0.315
H  -2.164  1.632  0.462
H  -1.071  3.230  -0.085
H  1.675  -1.439  -0.143
H  3.623  -0.086  0.117
H  2.512  1.327  0.274
N  -1.966  -0.381  0.022
N  0.280  0.149  0.099

(S)
The following is a quantum chemistry calculation of an isolated molecule of C6H10N2, from OMol25.

## Properties
HOMO energy   -0.294 hartree
Orbital gap   9.03 eV
LUMO   1.03 eV
SMILES   C=C1CN[C@H]2C[C@]12N

Element x y z (Å)
C  0.419  -0.769  0.226
C  1.554  -0.836  -0.710
C  0.774  0.356  -0.926
C  -0.963  1.162  0.330
C  -1.049  -0.392  0.204
C  -2.193  -0.981  -0.143
H  1.617  -1.196  1.788
H  1.373  0.626  1.461
H  1.724  -1.519  -1.580
H  2.606  -0.700  -0.176
H  0.049  0.341  -1.795
H  0.640  2.329  -0.633
H  -0.968  1.480  1.412
H  -1.891  1.421  -0.194
H  -2.952  -0.287  -0.333
H  -2.267  -2.068  -0.228
N  1.049  -0.367  1.421
N  0.477  1.402  -0.122

It is (Q) that is the least stable of them.

(P)
The following is a quantum chemistry calculation of a 2-piece molecular cluster, C4H7N5 overall, from OMol25.

## Properties
HOMO energy   -0.347 hartree
Orbital gap   9.29 eV
LUMO   -0.15 eV

Element x y z (Å)
C  0.165  0.574  -0.823
C  1.626  0.427  -0.565
C  1.766  -0.467  0.671
C  -0.382  0.235  1.325
N  -0.726  0.760  0.111
N  -2.018  -1.340  0.599
N  -2.490  -0.796  -0.288
N  -2.926  -0.203  -1.198
N  0.666  -0.430  1.618
H  -0.290  0.598  -1.821
H  1.988  -0.161  -1.447
H  2.024  1.418  -0.348
H  1.681  -1.510  0.241
H  2.651  -0.306  1.222
H  -1.201  0.437  2.086
H  -2.535  0.763  -1.382

(Q)
The following is a quantum chemistry calculation of an isolated molecule of C4H7N5, from OMol25.

## Properties
HOMO energy   -0.367 hartree
Orbital gap   10.19 eV
LUMO   0.19 eV
SMILES   [H]/N=C/N(N)C1C=NN=C1

Element x y z (Å)
C  -1.790  0.001  -0.213
C  0.723  -0.146  -0.662
C  2.037  0.447  -0.964
C  1.052  -1.105  0.474
H  -0.766  2.286  1.300
H  -0.478  0.721  1.871
H  -2.453  1.124  -0.377
H  -3.090  -1.639  -0.136
H  0.193  -0.580  -1.682
H  1.913  1.404  -1.683
H  0.327  -1.838  0.914
N  -0.246  1.254  1.065
N  -0.500  0.649  -0.351
N  -2.112  -1.404  -0.255
N  2.934  -0.158  -0.202
N  2.255  -1.016  0.900

It is (Q) that is the least stable of them.

(P)
The following is a quantum chemistry calculation of an isolated molecule of C5H10N2S, from OMol25.

## Properties
HOMO energy   -0.307 hartree
Orbital gap   9.13 eV
LUMO   0.77 eV
SMILES   CN/N=C\C=C/CS

Element x y z (Å)
C  -1.318  -1.456  1.036
C  -1.654  1.049  -0.468
C  -0.773  1.530  0.641
C  0.582  1.444  0.649
C  1.347  0.887  -0.476
H  -0.965  -0.571  1.554
H  -2.399  -1.639  1.312
H  -0.763  -2.330  1.321
H  -1.545  -2.041  -0.924
H  -2.117  1.795  -1.162
H  -1.235  2.155  1.341
H  1.104  1.768  1.534
H  0.721  0.799  -1.363
H  2.109  1.561  -0.738
H  2.712  -0.315  0.989
N  -1.184  -1.238  -0.394
N  -1.742  -0.130  -0.974
S  2.110  -0.770  -0.161

(Q)
The following is a quantum chemistry calculation of an isolated molecule of C5H10N2S, from OMol25.

## Properties
HOMO energy   -0.290 hartree
Orbital gap   8.74 eV
LUMO   0.86 eV
SMILES   C=C1[C@@H](C)NSN1C

Element x y z (Å)
C  -0.323  -0.143  -0.101
C  -1.634  -0.332  -0.275
C  0.331  1.193  -0.455
C  0.436  1.951  0.875
C  0.265  -2.370  0.041
N  1.683  0.906  -0.812
N  0.749  -1.075  0.301
S  2.280  -0.247  0.268
H  -2.241  -1.262  -0.021
H  -2.365  0.391  -0.592
H  -0.123  1.865  -1.092
H  0.609  3.085  0.836
H  1.251  1.604  1.343
H  -0.488  1.813  1.515
H  -0.405  -2.718  0.774
H  -0.193  -2.624  -0.989
H  1.187  -2.998  0.219
H  2.016  0.985  -1.760

(R)
The following is a quantum chemistry calculation of an isolated molecule of C5H10N2S, from OMol25.

## Properties
HOMO energy   -0.322 hartree
Orbital gap   9.46 eV
LUMO   0.70 eV
SMILES   C=C/C(=N/S)[C@H](C)N

Element x y z (Å)
C  -0.599  -0.113  1.955
C  -0.871  0.446  0.573
C  0.413  0.269  -0.332
C  0.451  -1.055  -1.078
C  1.332  -1.274  -2.040
H  -1.442  0.183  2.605
H  -0.469  -1.201  1.918
H  0.302  0.435  2.326
H  -1.046  1.523  0.602
H  -1.998  -1.125  0.208
H  -2.125  -0.004  -0.957
H  -0.251  -1.818  -0.736
H  1.955  -0.462  -2.401
H  1.435  -2.277  -2.446
H  2.383  2.989  -0.210
N  -2.119  -0.117  0.070
N  1.358  1.062  -0.470
S  1.292  2.539  0.414

(S)
The following is a quantum chemistry calculation of an isolated molecule of C5H10N2S, from OMol25.

## Properties
HOMO energy   -0.345 hartree
Orbital gap   10.15 eV
LUMO   0.75 eV
SMILES   [H]/N=C(/NS)C(=C)CC

Element x y z (Å)
C  0.565  -1.769  -0.664
C  1.285  -0.495  -0.233
C  0.478  0.595  0.417
C  0.699  0.924  1.668
C  -0.597  1.227  -0.331
H  0.115  -2.290  0.194
H  1.329  -2.479  -1.014
H  -0.233  -1.540  -1.377
H  2.036  -0.774  0.552
H  1.777  -0.006  -1.077
H  1.487  0.463  2.326
H  0.086  1.538  2.353
H  0.425  2.766  -0.815
H  -2.331  1.098  -1.160
H  -2.323  -1.704  0.041
N  -0.538  2.373  -0.849
N  -1.755  0.525  -0.577
S  -2.506  -0.452  0.547

It is (Q) that is the least stable of them.

(P)
The following is a quantum chemistry calculation of an isolated molecule of C5H10N2S, from OMol25.

## Properties
HOMO energy   -0.302 hartree
Orbital gap   9.12 eV
LUMO   0.91 eV
SMILES   S/N=C\NC1CCC1

Element x y z (Å)
C  1.687  0.923  -0.105
C  -0.556  0.112  -0.703
C  -1.442  -1.115  -0.404
C  -1.921  -0.449  0.897
C  -1.410  0.901  0.313
H  4.882  -0.240  0.102
H  1.228  1.911  -0.179
H  1.199  -1.018  -0.446
H  -0.531  0.468  -1.719
H  -2.238  -1.209  -1.133
H  -0.922  -2.093  -0.347
H  -2.991  -0.495  1.132
H  -1.322  -0.782  1.742
H  -2.195  1.437  -0.222
H  -0.859  1.547  0.993
N  2.949  0.894  0.069
N  0.805  -0.116  -0.204
S  3.639  -0.676  0.214

(Q)
The following is a quantum chemistry calculation of an isolated molecule of C5H10N2S, from OMol25.

## Properties
HOMO energy   -0.305 hartree
Orbital gap   9.12 eV
LUMO   0.81 eV
SMILES   C[C@@H]1[C@@H](C)C(=S)N1N

Element x y z (Å)
C  1.718  -0.423  1.091
C  0.335  -0.519  0.486
C  0.103  -0.162  -0.972
C  -0.492  -1.191  -1.900
C  -0.693  0.989  -0.496
H  2.243  -1.370  1.094
H  2.395  0.248  0.508
H  1.506  0.061  2.103
H  -0.245  -1.400  0.773
H  1.008  0.312  -1.467
H  -1.215  -1.807  -1.300
H  -1.049  -0.728  -2.699
H  0.225  -1.847  -2.309
H  -1.872  1.134  2.095
H  -1.070  2.380  1.595
N  -0.495  0.688  0.766
N  -0.943  1.412  1.854
S  -1.458  2.222  -1.221

(R)
The following is a quantum chemistry calculation of an isolated molecule of C5H10N2S, from OMol25.

## Properties
HOMO energy   -0.317 hartree
Orbital gap   9.58 eV
LUMO   0.94 eV
SMILES   SCCC1=NNCC1

Element x y z (Å)
C  1.261  0.701  1.461
C  0.800  -0.712  1.085
C  0.108  -0.769  -0.235
C  -0.326  -1.015  -2.511
C  0.787  -0.526  -1.578
H  -0.924  1.405  0.866
H  1.894  0.660  2.334
H  1.884  1.147  0.668
H  1.676  -1.360  1.067
H  0.147  -1.141  1.854
H  -2.294  -1.391  -1.881
H  -0.384  -0.444  -3.423
H  -0.228  -2.091  -2.740
H  0.996  0.535  -1.698
H  1.718  -1.054  -1.656
N  -1.151  -0.910  -0.349
N  -1.513  -0.763  -1.687
S  -0.101  1.836  1.845

It is (Q) that is the least stable of them.